Computed, not measured: a structure of composition C12H32N2O5Ti in a non-equilibrium geometry, with ωB97M-V/def2-TZVPD.

```
! RIJCOSX wB97M-V def2-TZVPD def2/J DEFGRID3
* xyz 1 4
H -1.33794 0.39843 -1.34818
H -1.35079 -3.46272 1.09478
H 0.36654 -3.59673 1.12109
C 1.65360 2.07260 0.82483
H 2.37576 2.47721 -1.06940
H -1.01824 3.45213 -0.97694
C -1.52334 2.58366 -1.39969
H -3.51010 0.49413 3.81267
H -1.40539 -1.40593 0.68409
H 0.83996 2.26128 1.52519
O 3.48250 -1.57211 -0.92155
H -1.20731 -3.03651 -1.39564
C -1.53472 -1.16174 2.98319
H -1.01514 1.33223 0.14800
O 0.82058 -2.91458 -1.44174
C -0.87090 1.29087 -0.93162
O -1.49498 2.65736 -2.88005
H 1.10546 3.42826 -0.85022
H 2.93225 1.38156 2.92426
H 3.20453 -0.27246 2.58217
H -1.34051 -0.59840 3.89589
C 0.94053 -3.06349 -2.83313
C -1.73397 3.91605 -3.40824
Ti 1.31243 -0.78418 -0.38036
H 4.21354 0.94005 1.74807
H 1.25368 -2.19468 -3.41206
C 1.38171 2.39722 -0.62945
H -1.21064 4.68289 -2.83711
H 0.24915 -0.45368 2.16467
H -1.51068 3.94294 -4.47479
N -0.45679 -1.72461 0.82085
H 1.75164 -3.76248 -3.03716
O 2.30560 0.81822 0.97191
H -2.57865 2.70215 -1.15394
H 0.38001 1.63724 -2.25058
O -2.27410 -0.24138 2.22294
H 2.44289 2.77075 1.10357
C 3.21194 0.71084 2.11186
H -4.20279 -0.74094 2.70486
H -3.85728 0.95834 2.14085
H -2.07592 -2.05701 3.28930
H 3.88651 -2.07264 -1.63041
H -2.79291 4.09477 -3.22167
C -0.32712 -3.47844 -0.92865
H 0.01173 -3.32984 -3.33760
C -3.55584 0.13261 2.78539
N 0.58481 1.34253 -1.30649
H -0.46089 -4.54448 -1.11241
H 4.01880 -1.76824 -0.15335
C -0.16708 -1.45687 2.25676
C -0.45184 -3.11612 0.58503
H 0.53968 -2.06607 2.82020
*
```

Output
energy above the lowest of the compared OMol25 structures with the same formula, charge and spin: 42.32 kcal/mol
HOMO level (spin up / spin down): -7.23 / -12.28 eV